The following is a quantum chemistry calculation of C41H74CsN4O5S2 as an isolated structure at a distorted geometry, from the OMol25 dataset.

The spin multiplicity is 2. The value obtained for the HOMO energy (alpha / beta) is -1.8 / -2.0 eV. The value obtained for the energy is -82133.6926 eV. Its HOMO-LUMO gap (alpha / beta) is 5.42 / 5.66 eV. As for the charge: -2. As for the LUMO energy (alpha / beta): 3.7 / 3.7 eV. The calculation puts the molar mass at 900.11 g/mol.

Last column: Löwdin charge in e.
Element x y z (Å)
1 Cs 1.21647 0.35758 -0.72291  1.434
2 C 1.37821 -5.26451 0.07140  -0.100
3 N 0.71892 -4.06390 0.54227  -0.293
4 C -0.66996 -4.31954 0.89054  -0.080
5 C 1.46455 -3.43199 1.62906  -0.152
6 C 1.09174 -1.95623 1.81513  -0.179
7 N 1.96386 -1.26403 2.75884  -0.114
8 C 3.13803 -0.67807 2.10430  -0.161
9 C 4.06090 -1.68750 1.46278  -0.148
10 C 4.84474 -2.46743 2.29067  -0.005
11 C 5.70696 -3.43082 1.78363  -0.190
12 C 5.75905 -3.53721 0.39725  -0.023
13 C 5.00994 -2.77158 -0.49156  -0.079
14 C 4.10206 -1.79592 0.03856  -0.321
15 O 3.33750 -1.02604 -0.67204  -0.430
16 C 5.30282 -3.01360 -1.98990  -0.526
17 C 5.16967 -4.51102 -2.32242  -0.058
18 C 4.39404 -2.26700 -2.97241  -0.059
19 C 6.74785 -2.56706 -2.27489  -0.055
20 C 6.58922 -4.32187 2.65457  -0.563
21 C 6.37772 -4.05061 4.14573  -0.076
22 C 6.26291 -5.80057 2.39268  -0.056
23 C 8.06992 -4.06647 2.32925  -0.058
24 C 1.21465 -0.21125 3.46773  -0.152
25 C 0.20380 -0.73537 4.45941  -0.128
26 C 0.66242 -1.16962 5.68286  -0.012
27 C -0.18945 -1.66895 6.66520  -0.199
28 C -1.54192 -1.67375 6.35158  -0.024
29 C -2.07957 -1.21534 5.15035  -0.087
30 C -1.20035 -0.71860 4.12614  -0.332
31 O -1.57814 -0.24076 2.99355  -0.134
32 C -3.61883 -1.29094 5.04859  -0.533
33 C -4.23062 -0.71136 3.76895  -0.066
34 C -4.25163 -0.51974 6.22213  -0.066
35 C -4.05194 -2.76555 5.12871  -0.060
36 C 0.37218 -2.15163 7.99978  -0.565
37 C 1.37666 -3.29048 7.76137  -0.059
38 C 1.09023 -0.99586 8.71500  -0.061
39 C -0.71957 -2.67657 8.93579  -0.081
40 H 1.40725 -6.06608 0.83013  0.083
41 H 2.40549 -5.02653 -0.20993  0.073
42 H 0.85639 -5.64291 -0.81093  0.083
43 H -1.20189 -4.69313 0.01311  0.086
44 H -1.15700 -3.39914 1.20788  0.065
45 H -0.75937 -5.06649 1.69829  0.086
46 H 2.52267 -3.51116 1.39806  0.100
47 H 1.28502 -3.95974 2.57989  0.130
48 H 0.07801 -1.89903 2.20389  0.101
49 H 1.10335 -1.44254 0.83903  -0.011
50 H 3.70114 -0.14405 2.87508  0.122
51 H 2.83444 0.05750 1.34166  0.048
52 H 4.73110 -2.32306 3.36017  0.111
53 H 6.44508 -4.26482 -0.02433  0.090
54 H 4.17211 -4.86461 -2.05582  0.078
55 H 5.90238 -5.12282 -1.79361  0.066
56 H 5.31361 -4.67210 -3.39521  0.077
57 H 3.36178 -2.60520 -2.88929  0.073
58 H 4.73930 -2.45947 -3.99466  0.078
59 H 4.41456 -1.19709 -2.78729  0.081
60 H 7.46081 -3.08559 -1.63060  0.069
61 H 6.84624 -1.49497 -2.09223  0.089
62 H 7.01564 -2.76805 -3.31765  0.075
63 H 5.34169 -4.23921 4.43332  0.085
64 H 6.62125 -3.01594 4.39436  0.082
65 H 7.02354 -4.70587 4.73631  0.076
66 H 5.21619 -5.99815 2.63197  0.086
67 H 6.89201 -6.45307 3.00736  0.074
68 H 6.42310 -6.05869 1.34476  0.071
69 H 8.31370 -3.01559 2.49694  0.086
70 H 8.28813 -4.29763 1.28547  0.071
71 H 8.71820 -4.68318 2.96084  0.074
72 H 0.69024 0.44213 2.74992  0.100
73 H 1.95263 0.39117 4.00361  0.120
74 H 1.73453 -1.12954 5.86388  0.113
75 H -2.23484 -2.05286 7.09356  0.078
76 H -3.89062 0.30710 3.59649  0.081
77 H -5.32310 -0.70986 3.86428  0.074
78 H -3.96371 -1.30143 2.89684  0.067
79 H -3.96132 0.53170 6.17000  0.087
80 H -3.93582 -0.91191 7.19005  0.063
81 H -5.34345 -0.58246 6.17039  0.071
82 H -3.58907 -3.32650 4.31455  0.086
83 H -5.13995 -2.85551 5.03720  0.074
84 H -3.74907 -3.22364 6.07282  0.067
85 H 2.19500 -2.96187 7.12031  0.073
86 H 0.88218 -4.12930 7.26736  0.086
87 H 1.80003 -3.64276 8.70862  0.073
88 H 1.91249 -0.61412 8.10870  0.073
89 H 1.49504 -1.32855 9.67719  0.072
90 H 0.39507 -0.17318 8.89458  0.085
91 H -1.24945 -3.51722 8.48289  0.081
92 H -1.44293 -1.89304 9.17187  0.080
93 H -0.27036 -3.01949 9.87189  0.074
94 C -2.00810 3.32150 0.09528  -0.211
95 C -1.10830 3.68082 -1.10708  -0.290
96 N -0.26060 2.57991 -1.47246  -0.350
97 C -0.24268 2.29711 -2.86789  -0.437
98 C -1.54274 1.68470 -3.44649  -0.462
99 S -2.13947 0.19921 -2.57672  0.839
100 C -3.73903 0.70093 -1.86097  -0.469
101 C -3.71959 2.00694 -1.06963  -0.296
102 N -2.65906 2.04031 -0.09611  -0.068
103 H -2.72634 4.14755 0.25706  0.106
104 H -1.38256 3.25155 0.98323  0.089
105 H -0.51524 4.56916 -0.81241  0.092
106 H -1.74136 4.02272 -1.94424  0.094
107 H 1.20759 3.14875 -1.12197  -0.129
108 H 0.57434 1.58794 -3.05915  0.045
109 H -0.04267 3.19511 -3.49360  0.106
110 H -1.37476 1.39490 -4.48652  0.056
111 H -2.34553 2.42253 -3.43276  0.056
112 H -3.98589 -0.13124 -1.19935  0.052
113 H -4.48397 0.75588 -2.65914  0.061
114 H -4.72066 2.14866 -0.62696  0.111
115 H -3.57277 2.83969 -1.76015  0.090
116 H -2.89960 1.57490 0.76733  0.110
117 O 0.36433 3.39979 2.69806  -0.063
118 H 0.90675 3.34806 1.90083  0.020
119 H 0.08199 2.49517 2.88076  0.018
120 O 1.11375 -2.17608 -1.69957  -0.269
121 H 0.87263 -2.81315 -0.99076  0.010
122 H 1.97370 -1.82260 -1.36919  -0.092
123 O -2.64876 -1.41915 0.66142  -0.097
124 H -2.07707 -1.12041 -0.05532  -0.009
125 H -2.20841 -1.11160 1.49198  0.000
126 S 2.57925 4.97436 -1.64182  0.455
127 C 2.24394 3.63865 -0.83137  -0.655